This record from OMol25 describes an isolated ion of composition C4H9N4O2 and charge +1 in a non-equilibrium geometry. The level of theory is the ωB97M-V functional and the def2-TZVPD basis.

Net charge: +1
Structure (SMILES): C[C@H]1N([N+](=O)[O-])C=N[N@@H+]1C
Frontier orbital gap in eV: 10.53
Relative energy (zero: lowest compared OMol25 entry of this formula, charge and spin) in kJ/mol: 565.7
HOMO energy in eV: -14.998

```
19
Properties=species:S:1:pos:R:3:forces:R:3
O 3.4345 0.4475 0.0471 -1.108 -0.960 0.244
O 2.2488 -0.4504 1.6675 1.038 0.279 -0.322
N -0.9655 0.1185 -0.6751 1.318 -0.056 1.356
N -0.0751 0.1399 -1.8395 -1.717 1.222 -1.883
N 2.4157 -0.0014 0.5484 1.693 1.200 0.922
N 1.2605 0.1108 -0.1478 -1.192 0.382 1.264
C -0.0512 0.0116 0.5865 1.916 -1.543 -0.489
C 1.1238 0.2838 -1.4650 0.419 -1.471 0.254
C -0.2136 -1.4180 1.2101 -0.760 2.865 -0.285
C -2.0101 1.1743 -0.6029 -3.444 -1.182 -0.965
H 2.0182 0.2468 -2.0806 -0.361 0.399 -0.320
H 0.1941 -2.0928 0.4681 -0.378 -0.588 0.042
H -1.3360 -1.4338 1.3726 1.433 -0.892 0.433
H -1.9451 1.8133 0.2498 0.582 0.294 0.501
H -3.0174 0.5427 -0.4706 2.021 1.733 -0.336
H 0.4868 -1.3203 2.0570 -1.250 -0.953 0.038
H 0.0546 0.8133 1.3659 -1.395 -0.319 -0.990
H -2.1070 1.7663 -1.5346 0.404 -0.584 0.490
H -1.5157 -0.7521 -0.7570 0.782 0.173 0.045
```
Forces are in eV/Å.